Below is C44H62B2F4MgO39 as an isolated structure at a distorted geometry, with properties calculated with ωB97M-V with the def2-TZVPD basis set.

Last column: Löwdin charge in e.
Element x y z (Å)
Mg1 16.81 -22.70 -18.45  0.776
O1 20.15 -26.12 -11.58  0.126
C1 19.09 -25.82 -12.18  -0.319
O2 18.77 -24.64 -12.76  0.213
B1 17.53 -24.67 -13.54  -0.841
O3 17.09 -26.11 -13.37  0.170
C2 18.00 -26.77 -12.59  -0.299
O4 17.99 -28.02 -12.37  0.104
O5 17.65 -24.34 -14.98  0.284
C3 16.87 -23.35 -15.28  -0.267
O6 16.75 -22.84 -16.41  0.061
C4 16.16 -22.89 -13.97  -0.316
O7 16.50 -23.76 -13.02  0.252
O8 15.45 -21.92 -13.85  0.145
O9 12.89 -18.48 -14.00  0.127
C5 12.72 -19.12 -15.01  -0.305
O10 13.15 -20.38 -15.24  0.222
B2 12.60 -20.80 -16.53  -0.845
O11 11.59 -19.80 -16.95  0.249
C6 11.65 -18.82 -16.15  -0.396
O12 10.93 -17.85 -16.24  0.149
O13 12.00 -22.18 -16.51  0.260
C7 12.81 -23.00 -17.06  -0.324
O14 12.84 -24.25 -17.11  0.113
C8 13.92 -22.12 -17.73  -0.243
O15 13.74 -20.90 -17.46  0.281
O16 14.92 -22.53 -18.43  0.017
C9 12.24 -17.41 -19.48  -0.059
C10 13.18 -16.36 -20.17  -0.371
O17 14.38 -16.97 -19.93  0.167
C11 14.20 -18.31 -19.94  -0.474
O18 15.07 -19.16 -20.10  0.140
O19 12.90 -18.63 -19.66  0.073
F1 12.98 -15.24 -19.56  0.144
H1 11.29 -17.46 -20.01  0.138
H2 11.96 -17.06 -18.48  0.131
H3 12.95 -16.23 -21.23  0.182
C12 9.63 -20.29 -19.65  -0.020
C13 10.10 -21.58 -19.10  -0.327
O20 11.23 -21.84 -19.87  0.166
C14 11.23 -21.17 -21.00  -0.593
O21 11.86 -21.42 -21.98  0.162
O22 10.26 -20.29 -20.95  0.113
F2 9.24 -22.59 -19.30  0.090
H4 9.99 -19.44 -19.07  0.127
H5 8.54 -20.30 -19.64  0.156
H6 10.26 -21.63 -18.03  0.159
C15 12.49 -21.39 -12.16  -0.073
C16 13.47 -21.93 -11.14  -0.343
O23 12.71 -22.82 -10.40  0.200
C17 11.49 -22.78 -10.78  -0.644
O24 10.61 -23.37 -10.20  0.143
O25 11.32 -21.99 -11.79  0.119
F3 14.03 -21.02 -10.38  0.106
H7 12.86 -21.74 -13.12  0.113
H8 12.37 -20.31 -12.19  0.131
H9 14.25 -22.55 -11.58  0.158
C18 9.28 -17.58 -13.44  -0.029
C19 8.28 -16.67 -14.19  -0.300
O26 9.16 -15.77 -14.77  0.111
C20 10.32 -15.60 -14.03  -0.490
O27 11.18 -14.72 -14.20  0.119
O28 10.30 -16.61 -13.17  0.039
F4 7.43 -16.02 -13.33  0.074
H10 9.57 -18.34 -14.17  0.118
H11 8.95 -18.08 -12.53  0.147
H12 7.70 -17.24 -14.92  0.172
C21 16.96 -16.45 -11.77  -0.034
C22 15.71 -17.08 -11.20  -0.160
O29 14.74 -16.09 -10.84  0.134
C23 13.42 -16.58 -11.00  -0.174
C24 12.51 -15.63 -10.29  -0.027
H13 17.56 -17.24 -12.22  0.091
H14 16.69 -15.67 -12.48  0.098
H15 17.54 -15.90 -11.02  0.095
H16 15.28 -17.71 -11.98  0.125
H17 16.01 -17.69 -10.35  0.174
H18 13.13 -16.64 -12.05  0.159
H19 13.32 -17.58 -10.57  0.166
H20 11.51 -16.04 -10.37  0.101
H21 12.62 -14.60 -10.63  0.104
H22 12.81 -15.57 -9.24  0.096
O30 12.23 -24.25 -13.64  0.089
C25 11.77 -25.37 -13.65  -0.547
O31 12.39 -26.49 -13.82  0.037
C26 13.70 -26.42 -14.40  -0.185
C27 14.24 -27.83 -14.53  -0.039
C28 10.29 -25.59 -13.29  0.051
H23 14.30 -25.81 -13.73  0.120
H24 13.60 -25.95 -15.37  0.086
H25 13.58 -28.46 -15.14  0.064
H26 14.51 -28.34 -13.61  0.092
H27 15.14 -27.98 -15.12  0.060
H28 9.70 -25.31 -14.16  0.086
H29 10.07 -24.91 -12.46  0.073
H30 10.14 -26.63 -12.99  0.090
O32 16.63 -22.30 -20.45  0.003
C29 16.25 -22.06 -21.62  -0.353
O33 16.97 -21.99 -22.78  0.015
C30 18.36 -22.23 -22.80  -0.231
C31 18.73 -22.72 -24.22  -0.046
C32 14.72 -21.97 -21.92  0.044
H31 18.66 -23.03 -22.13  0.112
H32 18.90 -21.36 -22.43  0.126
H33 19.80 -22.70 -24.40  0.083
H34 18.33 -21.99 -24.92  0.079
H35 18.29 -23.69 -24.44  0.081
H36 14.49 -22.25 -22.95  0.093
H37 14.40 -20.95 -21.70  0.075
H38 14.29 -22.81 -21.39  0.094
O34 16.58 -24.72 -18.69  0.030
C33 16.03 -25.83 -18.66  -0.432
O35 16.04 -26.68 -19.65  0.046
C34 16.56 -26.34 -20.94  -0.193
C35 17.98 -26.82 -20.97  -0.056
C36 15.24 -26.33 -17.44  0.065
H39 16.55 -25.27 -21.15  0.110
H40 16.08 -26.84 -21.78  0.135
H41 18.47 -26.69 -20.00  0.089
H42 18.49 -26.29 -21.76  0.081
H43 17.95 -27.88 -21.24  0.087
H44 15.87 -27.05 -16.92  0.100
H45 14.44 -26.92 -17.88  0.095
H46 14.83 -25.53 -16.83  0.063
O36 17.07 -20.74 -18.26  0.037
C37 17.70 -19.78 -17.85  -0.391
O37 17.46 -19.07 -16.71  0.034
C38 16.27 -19.36 -15.99  -0.186
C39 16.46 -19.08 -14.47  -0.040
C40 19.02 -19.35 -18.52  0.053
H47 16.14 -20.45 -16.02  0.092
H48 15.41 -18.94 -16.50  0.132
H49 17.27 -19.67 -14.02  0.087
H50 15.52 -19.30 -13.96  0.058
H51 16.80 -18.05 -14.42  0.068
H52 19.83 -19.97 -18.14  0.097
H53 19.29 -18.31 -18.34  0.092
H54 19.11 -19.51 -19.59  0.089
O38 9.65 -27.46 -16.39  0.106
C41 10.26 -27.35 -17.43  -0.492
O39 11.14 -28.24 -17.98  -0.025
C42 11.48 -29.40 -17.34  -0.277
C43 12.69 -30.00 -18.03  -0.052
C44 10.27 -26.04 -18.16  0.022
H55 10.67 -30.14 -17.40  0.128
H56 11.61 -29.17 -16.28  0.116
H57 12.59 -30.06 -19.11  0.081
H58 12.96 -30.99 -17.65  0.084
H59 13.50 -29.29 -17.83  0.055
H60 9.98 -26.14 -19.20  0.092
H61 11.32 -25.79 -18.01  0.064
H62 9.61 -25.32 -17.68  0.089

Values from the calculation:
Kohn-Sham gap (spin up / spin down), eV: 8.73 / 2.93
Multiplicity: 2
⟨S²⟩: 0.75
Charge: +1

---

Below is an isolated molecule of C5H9N3 at a distorted geometry, with properties calculated with ωB97M-V with the def2-TZVPD basis set.

Last column: Löwdin charge in e.
Element x y z (Å)
H1 3.18 -1.46 -0.16  0.043
N1 2.16 -1.33 -0.18  0.116
C1 1.93 -0.07 0.00  -0.488
C2 2.63 1.20 0.27  -0.058
N2 0.52 0.22 -0.21  0.072
C3 -0.39 -0.66 0.00  -0.161
N3 -1.73 -0.37 -0.38  -0.086
C4 -2.82 -0.22 0.60  -0.130
C5 -2.43 0.90 -0.37  -0.118
H2 2.11 1.77 1.05  0.080
H3 3.70 1.09 0.68  0.098
H4 2.61 1.63 -0.78  0.104
H5 -0.23 -1.51 0.61  0.111
H6 -3.78 -0.74 0.40  0.093
H7 -2.79 -0.20 1.73  0.112
H8 -1.73 1.77 -0.07  0.129
H9 -3.17 1.15 -1.11  0.084

Values from the calculation:
Kohn-Sham gap, eV: 9.82
Energy above the lowest of the compared OMol25 structures with the same formula, charge and spin, kcal per mole: 71.06
SMILES: [H]/N=C(C)/N=C/N1CC1

---

Below is an isolated molecule of C2H4N4, with properties calculated with ωB97M-V with the def2-TZVPD basis set.

Last column: Löwdin charge in e.
Element x y z (Å)
H1 -0.77 1.92 -0.67  0.044
N1 0.03 1.31 -0.51  0.120
C1 -0.37 0.18 -0.08  -0.561
N2 -1.66 -0.26 0.14  0.118
N3 0.56 -0.88 0.23  -0.005
C2 1.88 -0.61 -0.17  -0.214
N4 1.82 -0.25 1.01  0.196
H2 -2.35 0.45 0.36  0.095
H3 -1.72 -1.11 0.69  0.086
H4 2.56 -0.74 -1.00  0.121

Values from the calculation:
Kohn-Sham gap, eV: 10.66
Energy above the lowest of the compared OMol25 structures with the same formula, charge and spin, kcal per mole: 72.58
SMILES: [H]/N=C(\N)N1C=N1

---

Below is a 3-piece molecular cluster, C7H16O2 overall at a distorted geometry, with properties calculated with ωB97M-V with the def2-TZVPD basis set.

Last column: Löwdin charge in e.
Element x y z (Å)
C1 1.49 1.89 1.26  -0.342
C2 1.18 0.08 -0.05  -0.228
C3 -0.85 -1.50 -0.59  -0.293
C4 0.00 0.00 0.67  -0.090
C5 1.35 0.58 -1.44  -0.088
C6 -1.42 -2.47 0.42  -0.148
C7 -1.87 -0.78 -1.42  -0.134
O1 0.76 2.89 0.59  -0.044
O2 1.26 1.91 2.64  -0.019
H1 1.02 3.76 0.95  0.102
H2 0.31 1.76 2.78  0.088
H3 2.57 2.01 1.13  0.113
H4 1.97 -0.58 0.29  0.125
H5 -0.08 -1.97 -1.20  0.098
H6 -0.77 0.76 0.62  0.097
H7 0.04 -0.55 1.60  0.093
H8 1.39 -0.25 -2.15  0.082
H9 0.56 1.28 -1.72  0.080
H10 2.31 1.10 -1.54  0.081
H11 -1.42 -0.07 -2.12  0.061
H12 -2.09 -1.96 1.12  0.074
H13 -0.63 -2.96 1.00  0.069
H14 -2.01 -3.27 -0.06  0.071
H15 -2.57 -0.21 -0.79  0.075
H16 -2.50 -1.47 -2.01  0.075

Values from the calculation:
Kohn-Sham gap, eV: 7.40
Energy above the lowest of the compared OMol25 structures with the same formula, charge and spin, kcal per mole: 125.39

---

Below is C17H23O2Ru as an isolated structure at a distorted geometry, with properties calculated with ωB97M-V with the def2-TZVPD basis set.

Last column: Löwdin charge in e.
Element x y z (Å)
Ru1 -0.05 -0.70 0.75  1.234
C1 1.70 0.08 1.47  -0.360
C2 2.30 -0.73 0.41  -0.235
C3 2.45 0.09 -0.74  -0.161
H1 2.81 -1.67 0.60  0.089
C4 1.98 1.39 -0.44  -0.200
C5 1.51 1.40 0.89  -0.228
H2 1.18 2.28 1.46  0.080
H3 1.75 -0.16 2.53  0.075
H4 2.99 -0.21 -1.64  0.074
H5 2.05 2.26 -1.09  0.068
C6 -2.06 -0.22 0.88  -0.336
C7 -1.20 0.92 1.24  -0.354
C8 -1.12 1.76 0.07  -0.196
H6 -1.02 1.24 2.27  0.082
C9 -1.83 1.16 -0.98  -0.182
C10 -2.38 -0.06 -0.52  -0.158
H7 -3.00 -0.74 -1.10  0.074
H8 -2.62 -0.79 1.61  0.076
H9 -0.67 2.75 0.03  0.077
H10 -2.01 1.61 -1.95  0.061
O1 1.02 -2.72 -0.33  -0.306
C11 -0.37 -0.22 -4.45  -0.410
C12 0.26 -1.41 -4.30  -0.076
C13 0.42 1.07 -4.38  -0.100
C14 -1.89 -0.17 -4.56  -0.108
C15 0.84 -2.76 -1.55  -0.325
H11 1.35 -1.44 -4.17  0.019
H12 -0.28 -2.36 -4.27  0.010
H13 -0.15 -3.03 -1.97  0.012
H14 1.70 -2.55 -2.20  -0.012
H15 0.38 1.59 -5.35  0.056
H16 1.47 0.87 -4.16  0.061
H17 0.07 1.76 -3.61  0.061
H18 -2.19 -0.32 -5.60  0.054
H19 -2.30 0.79 -4.22  0.053
H20 -2.36 -0.96 -3.96  0.066
C16 -0.32 -1.99 3.29  -0.148
C17 -0.44 -2.37 1.87  -0.570
O2 -0.74 -3.46 1.45  -0.067
H21 0.54 -2.48 3.74  0.066
H22 -1.22 -2.28 3.84  0.051
H23 -0.20 -0.91 3.42  0.032

Values from the calculation:
Kohn-Sham gap (spin up / spin down), eV: 2.57 / 6.00
Multiplicity: 6
⟨S²⟩: 8.80
Charge: -2

---

Below is a 2-piece molecular cluster, C6H12O overall, with properties calculated with ωB97M-V with the def2-TZVPD basis set.

Last column: Löwdin charge in e.
Element x y z (Å)
C1 1.32 1.80 0.96  0.000
C2 1.01 1.08 -0.11  -0.209
C3 1.14 -0.41 -0.23  -0.273
C4 1.45 -1.15 1.07  -0.119
H1 1.68 1.34 1.88  0.054
H2 1.24 2.88 0.95  0.054
H3 0.66 1.60 -1.00  0.096
H4 0.21 -0.81 -0.65  0.071
H5 1.92 -0.63 -0.98  0.113
H6 1.47 -2.23 0.90  0.071
H7 2.42 -0.85 1.48  0.074
H8 0.68 -0.93 1.81  0.077
C5 -2.22 -0.21 -1.52  -0.060
C6 -2.09 -0.31 -0.02  -0.342
O1 -1.90 0.64 0.70  0.039
H9 -1.43 0.43 -1.92  0.074
H10 -3.18 0.27 -1.75  0.086
H11 -2.19 -1.19 -2.00  0.076
H12 -2.20 -1.32 0.42  0.119

Values from the calculation:
Kohn-Sham gap, eV: 10.46
Energy above the lowest of the compared OMol25 structures with the same formula, charge and spin, kcal per mole: 34.24
SMILES: C=CCC.CC=O

---

Below is an isolated molecule of C4H6N2 at a distorted geometry, with properties calculated with ωB97M-V with the def2-TZVPD basis set.

Last column: Löwdin charge in e.
Element x y z (Å)
C1 1.46 -0.24 0.07  -0.024
C2 0.01 0.19 -0.02  -0.504
C3 -0.25 1.58 -0.36  -0.160
N1 -0.49 2.71 -0.45  0.156
C4 -1.00 -0.85 -0.35  -0.117
N2 -0.97 -0.28 0.99  0.064
H1 1.84 -0.40 -0.94  0.089
H2 1.52 -1.19 0.61  0.087
H3 2.10 0.49 0.57  0.084
H4 -1.81 -0.65 -1.04  0.115
H5 -0.62 -1.87 -0.36  0.109
H6 -1.71 0.42 1.06  0.101

Values from the calculation:
Kohn-Sham gap, eV: 11.04
Energy above the lowest of the compared OMol25 structures with the same formula, charge and spin, kcal per mole: 37.40
SMILES: C[C@@]1(C#N)CN1

---

Number 1: E_tot -144158.2716 eV. Number 2: E_tot -9798.3854 eV. Number 3: E_tot -8096.1668 eV. Number 4: E_tot -11608.8134 eV. Number 5: E_tot -24668.5148 eV. Number 6: E_tot -8462.8691 eV. Number 7: E_tot -7223.9690 eV.